1.
C46H41N4OS3TeZr as an isolated structure. Source: OMol25; level of theory: the ωB97M-V functional and the def2-TZVPD basis.

Last column: Löwdin charge in e.
Geometry (Å):
Te  -3.085  0.891  1.452  1.38
Zr  -0.637  0.201  -0.164  1.39
S  2.703  0.356  -0.381  0.86
S  0.231  3.522  0.296  0.81
S  3.010  3.235  -0.101  0.93
O  -1.557  -1.558  -0.979  -0.14
N  -0.308  2.154  0.487  -0.49
N  1.782  3.691  0.739  -0.34
N  1.286  -0.044  -0.680  -0.44
N  3.065  1.857  -0.815  -0.35
C  3.596  4.910  -3.718  -0.04
C  -6.567  0.986  -2.477  -0.04
C  5.234  3.819  3.198  -0.03
C  -0.755  5.796  3.441  -0.03
C  4.796  0.012  3.023  -0.03
C  3.807  -0.288  3.952  -0.02
C  5.152  -2.563  -1.588  -0.03
C  6.515  3.683  2.681  -0.02
C  -0.204  3.276  -2.389  -0.07
C  3.906  6.214  -3.358  -0.03
C  -0.107  5.117  -3.924  -0.03
C  -5.294  -0.026  -0.219  -0.29
C  -6.566  -0.470  -0.561  -0.01
C  4.203  -0.137  -2.593  -0.05
C  -3.272  1.378  -0.640  -0.44
C  4.321  -1.782  -0.800  -0.05
C  2.135  -0.225  2.231  -0.06
C  -2.450  6.098  1.750  -0.03
C  3.655  5.667  -1.032  -0.05
C  -0.294  3.763  -3.685  -0.04
C  -1.752  5.268  0.889  -0.06
C  0.180  5.988  -2.878  -0.03
C  0.280  5.511  -1.583  -0.06
C  0.079  4.153  -1.354  -0.34
C  -4.665  0.929  -1.014  -0.30
C  -1.952  6.361  3.020  -0.03
C  3.126  0.108  1.320  -0.33
C  -1.373  -3.275  0.667  -0.03
C  -7.197  0.033  -1.688  -0.04
C  4.129  3.696  2.368  -0.05
C  -4.585  -0.568  0.998  -0.37
C  6.712  3.424  1.327  -0.03
C  -0.547  4.723  1.322  -0.33
C  -1.154  -1.913  0.154  -0.41
C  3.871  -0.571  -1.314  -0.32
C  3.357  4.362  -1.415  -0.33
C  5.030  -0.935  -3.365  -0.03
C  -5.300  1.434  -2.143  -0.03
C  3.934  6.594  -2.019  -0.03
C  5.624  3.299  0.482  -0.06
C  4.462  0.215  1.696  -0.07
C  3.319  3.963  -2.742  -0.05
C  -0.041  4.964  2.593  -0.05
C  4.349  3.435  1.024  -0.34
C  2.480  -0.410  3.560  -0.03
C  5.504  -2.141  -2.862  -0.02
H  -4.811  2.184  -2.754  0.12
H  4.184  7.610  -1.746  0.13
H  -2.499  7.014  3.686  0.13
H  1.115  -0.387  1.902  0.07
H  0.890  4.518  2.911  0.10
H  -0.376  6.007  4.431  0.12
H  3.080  2.943  -3.003  0.10
H  -2.133  5.067  -0.105  0.12
H  -1.480  -3.994  -0.146  0.11
H  3.581  4.624  -4.760  0.13
H  1.723  -0.674  4.285  0.12
H  5.523  -3.503  -1.204  0.13
H  -2.579  0.786  -1.293  0.03
H  5.229  0.424  0.961  0.13
H  7.371  3.791  3.334  0.13
H  0.316  7.044  -3.073  0.13
H  -2.316  -3.254  1.226  0.10
H  4.040  -2.114  0.190  0.12
H  6.154  -2.755  -3.470  0.13
H  -3.075  2.433  -0.811  0.06
H  -5.242  -0.653  1.861  0.07
H  4.137  6.941  -4.125  0.13
H  -7.068  1.385  -3.348  0.12
H  -0.353  2.220  -2.198  0.08
H  3.685  5.948  0.014  0.13
H  -0.519  3.091  -4.502  0.12
H  5.092  4.030  4.250  0.12
H  3.126  3.800  2.751  0.10
H  -3.381  6.545  1.427  0.12
H  5.831  0.075  3.332  0.13
H  -8.190  -0.311  -1.944  0.12
H  -4.116  -1.534  0.814  0.05
H  -0.595  -3.568  1.367  0.09
H  0.493  6.183  -0.761  0.13
H  -7.068  -1.203  0.059  0.13
H  7.714  3.332  0.931  0.13
H  5.766  3.109  -0.575  0.13
H  3.830  0.802  -2.974  0.10
H  4.075  -0.452  4.988  0.13
H  5.306  -0.617  -4.360  0.12
H  -0.192  5.499  -4.933  0.13

Relative energy (zero: lowest compared OMol25 entry of this formula, charge and spin), eV: 0.6962
LUMO level, eV: -8.3
E_tot, eV: -97425.989
HOMO, eV: -15.47
Charge: +3

***

2.
C3H4N4 in the gas phase. Source: OMol25; level of theory: the ωB97M-V functional and the def2-TZVPD basis.

Last column: natural (NBO) charge in e.
Geometry (Å):
N  -1.161  1.464  -0.382  -0.79
N  0.914  0.348  -0.911  -0.16
N  0.421  -1.446  1.136  -0.43
N  1.092  -0.901  -1.039  -0.15
C  -0.292  -0.337  1.051  0.13
C  0.685  -1.816  -0.151  0.15
C  -0.131  0.622  0.039  0.00
H  -1.886  1.571  0.319  0.39
H  0.759  -2.862  -0.427  0.21
H  -0.831  2.356  -0.729  0.38
H  0.428  1.002  1.093  0.27

Relative energy (zero: lowest compared OMol25 entry of this formula, charge and spin), eV: 6.1679
LUMO level, eV: -0.9
E_tot, eV: -9130.690
HOMO, eV: -8.59

***

3.
A 2-piece molecular cluster, C3H10N2S overall. Source: OMol25; level of theory: the ωB97M-V functional and the def2-TZVPD basis.

Last column: natural (NBO) charge in e.
Geometry (Å):
S  -1.362  0.075  -0.497  0.86
N  2.071  0.427  0.420  -0.60
N  -0.917  -0.874  0.687  -0.91
C  2.708  0.784  -0.598  -0.01
C  -2.089  1.536  0.342  -0.75
C  -0.412  -2.192  0.271  -0.44
H  0.502  -1.983  -0.291  0.15
H  2.996  1.721  -0.800  0.15
H  -1.035  -2.979  -0.268  0.18
H  -2.469  2.078  -0.412  0.22
H  -0.087  0.899  -0.808  0.00
H  -1.346  2.092  0.943  0.25
H  -3.036  1.374  0.852  0.24
H  -0.090  -2.548  1.210  0.21
H  1.640  -0.425  0.451  0.35
H  2.927  0.014  -1.502  0.11

Relative energy (zero: lowest compared OMol25 entry of this formula, charge and spin), eV: 4.7050
LUMO level, eV: 0.6
E_tot, eV: -17083.899
HOMO, eV: -7.97

***

4.
A 2-piece molecular cluster, C6HF5O3S overall. Source: OMol25; level of theory: the ωB97M-V functional and the def2-TZVPD basis.

Last column: Löwdin spin population.
Geometry (Å):
S  -2.123  -1.269  -1.056  0.00
F  2.195  1.370  -1.479  0.02
F  2.893  0.799  1.085  0.03
F  0.019  0.159  -2.431  -0.01
F  -1.255  -0.947  1.979  -0.01
F  0.962  0.153  2.875  0.02
O  -2.792  -0.165  -1.744  0.01
O  -2.900  -1.860  0.027  0.00
O  -1.501  -2.242  -1.953  0.01
C  -0.701  -0.460  -0.278  0.06
C  1.611  0.835  0.731  0.08
C  0.712  0.176  1.582  0.06
C  1.346  0.797  -0.650  0.05
C  -0.451  -0.399  1.092  -0.01
C  0.212  0.173  -1.127  -0.01
H  1.772  2.880  1.345  0.70

LUMO level (spin up / spin down), eV: 3.2 / 1.2
E_tot, eV: -36801.061
HOMO (spin up / spin down), eV: -5.61 / -5.60
Charge: -1
Multiplicity: 2